Entry 1:
{
  "formula": "C37H46O8P2Sc",
  "method": "ωB97M-V/def2-TZVPD",
  "charge": 3,
  "homo_energy_ev": -16.57,
  "elements": ["Sc", "C", "C", "O", "C", "C", "O", "C", "C", "O", "C", "C", "O", "C", "C", "O", "C", "C", "O", "H", "H", "H", "H", "H", "H", "H", "H", "H", "H", "H", "H", "H", "H", "H", "H", "H", "H", "H", "H", "H", "H", "H", "H", "O", "P", "C", "P", "O", "C", "C", "C", "C", "C", "C", "C", "C", "C", "C", "C", "C", "C", "C", "C", "C", "C", "C", "C", "C", "C", "C", "C", "C", "H", "H", "H", "H", "H", "H", "H", "H", "H", "H", "H", "H", "H", "H", "H", "H", "H", "H", "H", "H", "H", "H"],
  "coordinates": [[0.372, 0.498, 1.361], [3.634, 0.889, 0.688], [3.568, 0.405, 2.120], [2.357, -0.367, 2.245], [2.513, -1.526, 3.093], [1.307, -2.419, 2.889], [0.097, -1.680, 3.013], [-0.419, -1.581, 4.345], [-0.079, -0.210, 4.892], [-0.542, 0.762, 3.947], [-1.937, 1.061, 4.090], [-2.551, 1.004, 2.704], [-1.636, 1.546, 1.742], [-1.522, 2.985, 1.756], [-0.309, 3.413, 2.564], [0.830, 2.667, 2.086], [1.918, 3.438, 1.534], [2.269, 2.836, 0.190], [2.355, 1.408, 0.295], [3.847, 0.054, 0.022], [4.416, 1.639, 0.578], [3.546, 1.228, 2.837], [4.435, -0.218, 2.334], [2.614, -1.203, 4.131], [3.416, -2.067, 2.808], [1.341, -3.243, 3.603], [1.308, -2.827, 1.879], [-0.034, -2.376, 4.984], [-1.501, -1.702, 4.266], [0.998, -0.069, 4.964], [-0.518, -0.043, 5.876], [-2.044, 2.046, 4.546], [-2.431, 0.332, 4.732], [-3.497, 1.545, 2.665], [-2.715, -0.032, 2.402], [-2.432, 3.433, 2.154], [-1.402, 3.286, 0.715], [-0.420, 3.199, 3.624], [-0.153, 4.484, 2.442], [2.755, 3.402, 2.234], [1.627, 4.479, 1.398], [3.201, 3.254, -0.190], [1.473, 3.034, -0.527], [0.068, -1.178, 0.423], [-0.271, -1.871, -0.907], [-1.503, -0.837, -1.769], [-0.990, 0.929, -1.780], [-0.219, 1.229, -0.491], [-2.486, 1.919, -1.842], [-2.616, 3.019, -2.687], [-3.779, 3.774, -2.654], [-4.811, 3.430, -1.792], [-4.681, 2.335, -0.944], [-3.522, 1.581, -0.965], [0.038, 1.147, -3.224], [1.415, 1.294, -3.069], [2.216, 1.422, -4.192], [1.646, 1.407, -5.459], [0.273, 1.250, -5.612], [-0.536, 1.116, -4.496], [1.196, -2.036, -1.912], [1.123, -2.194, -3.295], [2.287, -2.374, -4.024], [3.515, -2.416, -3.375], [3.587, -2.277, -1.994], [2.428, -2.085, -1.260], [-1.040, -3.440, -0.533], [-0.739, -4.609, -1.227], [-1.374, -5.789, -0.871], [-2.297, -5.800, 0.165], [-2.598, -4.630, 0.856], [-1.968, -3.449, 0.514], [-2.451, -0.970, -1.244], [-1.644, -1.179, -2.796], [-1.815, 3.289, -3.363], [-3.882, 4.629, -3.308], [-5.726, 4.007, -1.789], [-5.493, 2.064, -0.281], [-3.418, 0.723, -0.311], [1.848, 1.288, -2.077], [3.287, 1.534, -4.084], [2.275, 1.515, -6.332], [-0.162, 1.238, -6.602], [-1.607, 0.986, -4.611], [0.167, -2.175, -3.805], [2.235, -2.491, -5.098], [4.419, -2.572, -3.949], [4.546, -2.340, -1.495], [2.465, -1.978, -0.182], [-0.021, -4.594, -2.038], [-1.146, -6.705, -1.398], [-2.788, -6.724, 0.438], [-3.325, -4.651, 1.658], [-2.180, -2.529, 1.048]],
  "forces_ev_per_a": [[0.3, 0.7, 0.2], [0.1, -0.2, 0.2], [0.0, 0.3, -0.2], [-0.2, 0.1, -0.1], [-0.2, -0.2, 0.1], [0.1, 0.1, -0.1], [0.0, 0.1, 0.1], [0.1, 0.2, 0.0], [0.1, -0.2, -0.1], [0.0, 0.0, -0.1], [0.0, 0.1, -0.2], [0.1, -0.1, 0.2], [0.1, -0.1, 0.0], [0.3, 0.2, -0.1], [-0.3, -0.1, 0.1], [-0.2, -0.2, -0.3], [0.3, -0.1, -0.1], [-0.2, 0.2, 0.1], [-0.2, -0.1, 0.3], [0.0, 0.0, -0.1], [0.0, 0.0, -0.1], [0.0, 0.0, 0.0], [0.0, 0.0, 0.0], [0.1, 0.0, 0.0], [0.0, 0.0, 0.0], [0.0, -0.1, 0.0], [0.0, 0.0, 0.0], [0.0, 0.0, 0.0], [0.0, 0.0, 0.0], [0.0, 0.0, 0.1], [0.0, 0.0, 0.0], [0.0, 0.0, 0.0], [0.0, 0.0, 0.1], [0.0, 0.0, -0.1], [0.0, 0.0, 0.0], [0.0, 0.0, 0.0], [-0.1, 0.0, 0.0], [0.0, 0.0, 0.0], [0.1, 0.0, 0.0], [0.0, 0.0, 0.0], [0.0, 0.0, 0.1], [0.0, 0.0, 0.0], [0.0, 0.0, 0.0], [0.0, -0.4, 0.0], [-0.3, -0.5, -0.5], [0.4, 0.2, 0.3], [-0.4, 0.1, -0.2], [0.2, 0.1, 0.2], [0.3, -0.3, -0.1], [0.1, 0.0, 0.0], [0.0, 0.1, 0.0], [0.0, 0.0, 0.0], [0.0, 0.0, 0.1], [0.0, 0.0, -0.1], [-0.2, 0.1, 0.2], [0.0, 0.0, 0.1], [0.0, 0.0, 0.0], [0.0, 0.0, 0.1], [0.0, 0.0, -0.1], [0.0, -0.1, 0.1], [-0.2, 0.0, 0.2], [-0.1, 0.0, 0.0], [0.0, 0.0, -0.1], [0.0, 0.0, 0.0], [0.0, 0.0, 0.0], [0.0, 0.0, 0.0], [0.2, 0.3, 0.0], [0.0, 0.1, -0.1], [0.0, -0.1, 0.0], [0.0, 0.0, 0.0], [0.0, 0.0, 0.0], [0.0, 0.0, -0.1], [0.0, 0.0, 0.0], [0.0, 0.0, 0.0], [0.0, 0.0, 0.0], [0.0, 0.0, 0.0], [0.0, 0.0, 0.0], [0.0, 0.0, 0.0], [-0.1, 0.0, 0.0], [0.0, 0.0, 0.0], [0.0, 0.0, 0.0], [0.0, 0.0, 0.0], [0.0, 0.0, 0.0], [0.0, 0.0, -0.1], [0.0, 0.0, 0.0], [0.0, 0.0, 0.0], [0.0, 0.0, 0.0], [0.0, 0.0, 0.0], [0.1, 0.0, 0.0], [0.0, -0.1, 0.0], [0.0, 0.0, 0.0], [0.0, 0.0, 0.0], [0.0, 0.0, 0.0], [0.0, -0.1, 0.1]],
  "lowdin_charge": [1.2215, -0.1068, -0.1113, -0.2208, -0.1150, -0.1434, -0.1898, -0.1221, -0.1219, -0.1824, -0.1324, -0.1144, -0.2486, -0.1035, -0.1035, -0.2018, -0.0990, -0.1318, -0.2192, 0.1280, 0.1529, 0.1423, 0.1489, 0.1398, 0.1498, 0.1502, 0.1235, 0.1491, 0.1374, 0.1292, 0.1517, 0.1429, 0.1442, 0.1497, 0.1369, 0.1558, 0.1358, 0.1298, 0.1495, 0.1428, 0.1480, 0.1529, 0.1253, -0.3936, 0.8656, -0.2328, 0.8578, -0.3891, -0.2806, -0.0570, -0.0359, -0.0296, -0.0472, -0.0910, -0.2986, -0.0686, -0.0467, -0.0317, -0.0368, -0.0772, -0.2899, -0.0707, -0.0370, -0.0274, -0.0464, -0.0708, -0.2819, -0.0482, -0.0369, -0.0289, -0.0464, -0.0803, 0.0764, 0.0905, 0.1130, 0.1246, 0.1255, 0.1193, 0.0972, 0.0898, 0.1189, 0.1244, 0.1244, 0.1215, 0.1168, 0.1258, 0.1257, 0.1193, 0.0943, 0.1125, 0.1245, 0.1256, 0.1187, 0.0991]
}

Entry 2:
{
  "formula": "C37H47FN2O6PReS2",
  "method": "ωB97M-V/def2-TZVPD",
  "spin_multiplicity": 4,
  "charge": 1,
  "homo_energy_ev": [-9.09, -10.81],
  "s_squared": 3.78,
  "elements": ["Re", "O", "S", "C", "C", "C", "C", "S", "O", "C", "C", "C", "C", "C", "C", "C", "C", "C", "C", "C", "C", "H", "H", "H", "H", "H", "H", "H", "H", "H", "H", "H", "H", "H", "H", "H", "H", "H", "H", "C", "C", "C", "C", "C", "C", "C", "F", "C", "C", "C", "O", "C", "C", "N", "C", "C", "O", "O", "H", "H", "H", "H", "H", "H", "H", "H", "H", "H", "H", "C", "C", "C", "C", "N", "H", "H", "H", "H", "H", "H", "H", "H", "H", "C", "P", "C", "C", "O", "H", "H", "H", "H", "H", "H", "H", "H", "H"],
  "coordinates": [[-0.544, -0.235, 0.846], [-0.218, -0.112, 3.362], [-0.328, -0.748, 4.698], [1.430, -0.921, 5.331], [2.466, -1.014, 4.224], [2.993, 0.359, 3.818], [3.954, 0.264, 2.650], [3.051, 0.242, 1.014], [1.636, -0.021, 1.371], [3.207, 2.025, 0.729], [2.296, 2.939, 1.223], [2.492, 4.287, 0.967], [3.602, 4.704, 0.250], [4.517, 3.778, -0.230], [4.316, 2.429, 0.001], [-0.578, -2.532, 4.450], [-0.029, -3.217, 3.383], [-0.177, -4.593, 3.311], [-0.900, -5.269, 4.280], [-1.461, -4.572, 5.339], [-1.292, -3.202, 5.430], [1.435, -1.796, 5.976], [1.604, -0.036, 5.940], [2.027, -1.489, 3.349], [3.298, -1.642, 4.555], [3.501, 0.819, 4.666], [2.149, 0.995, 3.548], [4.534, -0.657, 2.685], [4.635, 1.110, 2.610], [1.432, 2.609, 1.783], [1.767, 5.006, 1.314], [3.759, 5.756, 0.061], [5.380, 4.104, -0.790], [5.012, 1.686, -0.366], [0.491, -2.694, 2.597], [0.299, -5.138, 2.509], [-1.027, -6.340, 4.216], [-2.011, -5.100, 6.103], [-1.714, -2.645, 6.253], [1.687, 4.689, -4.321], [0.484, 3.910, -4.859], [0.794, 3.407, -6.272], [-0.155, 2.281, -6.671], [0.039, 1.156, -5.706], [0.077, -0.168, -6.086], [0.216, -1.161, -5.121], [0.282, -2.447, -5.511], [0.255, -0.868, -3.783], [0.196, 0.473, -3.381], [0.137, 0.789, -1.965], [0.276, -0.149, -1.130], [-0.112, 2.157, -1.652], [-0.061, 3.094, -2.650], [0.166, 2.808, -3.944], [0.159, 1.493, -4.347], [-0.395, 2.680, -0.254], [-0.440, 3.888, -0.096], [-0.563, 1.845, 0.707], [2.010, 5.417, -5.062], [2.514, 4.008, -4.125], [1.450, 5.219, -3.403], [-0.390, 4.571, -4.893], [1.822, 3.037, -6.321], [0.705, 4.243, -6.967], [0.029, 1.957, -7.694], [-1.189, 2.634, -6.607], [-0.018, -0.446, -7.121], [0.324, -1.637, -3.029], [-0.212, 4.129, -2.380], [-4.669, -1.115, 1.081], [-3.584, -0.057, 1.365], [-3.687, 0.417, 2.829], [-3.796, 1.152, 0.429], [-2.291, -0.583, 1.182], [-5.649, -0.691, 1.275], [-4.531, -1.978, 1.726], [-4.629, -1.438, 0.044], [-4.569, 1.039, 2.948], [-2.796, 0.991, 3.074], [-3.758, -0.436, 3.498], [-4.815, 1.517, 0.527], [-3.616, 0.866, -0.605], [-3.099, 1.938, 0.700], [-2.275, -2.618, -1.560], [-1.221, -3.496, -0.360], [-2.339, -4.410, 0.758], [-0.241, -4.719, -1.296], [-0.307, -2.575, 0.399], [-3.113, -3.235, -1.869], [-1.695, -2.343, -2.437], [-2.623, -1.715, -1.064], [-3.190, -4.798, 0.207], [-2.675, -3.732, 1.539], [-1.816, -5.236, 1.231], [-0.883, -5.342, -1.912], [0.302, -5.343, -0.593], [0.474, -4.204, -1.933]],
  "forces_ev_per_a": [[-2.1, -0.2, -0.5], [0.1, 0.4, -0.5], [0.6, -1.1, 0.7], [-0.5, 0.1, -0.1], [-0.1, 0.1, -0.1], [-0.2, -0.1, -0.1], [-0.1, -0.2, -0.3], [1.5, 1.1, 0.1], [-1.3, -0.3, 0.3], [0.0, -0.5, -0.1], [-0.2, -0.2, 0.2], [0.1, 0.0, 0.0], [0.0, 0.0, 0.0], [0.0, 0.0, 0.0], [0.0, -0.1, 0.0], [0.0, 0.4, 0.2], [0.1, 0.1, -0.2], [0.1, 0.1, 0.1], [0.0, -0.1, 0.1], [0.0, -0.1, 0.0], [0.0, 0.1, 0.0], [-0.1, 0.0, 0.1], [-0.1, 0.1, 0.1], [0.1, -0.1, 0.0], [0.0, 0.0, 0.0], [0.1, 0.1, 0.0], [0.0, 0.1, 0.1], [0.1, -0.1, 0.0], [0.1, 0.0, -0.1], [-0.1, 0.0, 0.0], [-0.1, 0.0, 0.1], [0.0, 0.1, 0.0], [0.1, 0.0, 0.0], [0.1, 0.0, -0.1], [0.0, 0.0, 0.0], [0.0, 0.0, -0.1], [0.0, -0.1, 0.0], [-0.1, 0.0, 0.0], [-0.1, 0.0, 0.1], [-0.2, -0.1, 0.0], [0.4, 0.7, -0.5], [-0.3, -0.1, 0.0], [0.2, 0.2, 0.0], [0.0, -0.1, -0.2], [0.0, 0.2, 0.2], [0.0, -0.1, 0.5], [0.0, 0.2, 0.0], [0.0, -0.1, -0.4], [0.1, 0.1, -0.1], [0.0, 0.7, -0.3], [0.0, -0.2, 0.3], [-0.1, -0.5, 0.5], [0.1, -0.3, -0.3], [-0.4, 0.0, 0.7], [0.1, -0.8, 0.2], [0.2, 0.6, -0.6], [-0.1, -0.1, -0.1], [-0.1, -1.5, 0.6], [0.0, 0.1, 0.0], [0.1, -0.1, 0.0], [0.0, 0.1, 0.1], [0.1, -0.1, 0.0], [0.0, 0.1, 0.0], [0.1, 0.0, 0.1], [0.0, 0.0, 0.0], [0.0, 0.0, -0.1], [0.0, 0.0, -0.2], [0.1, 0.0, 0.0], [0.1, 0.1, 0.0], [0.4, 0.3, 0.1], [-1.0, 0.8, 0.1], [0.0, 0.0, -0.4], [0.1, -0.3, 0.4], [3.0, -0.5, -0.5], [-0.2, 0.0, 0.0], [0.0, -0.2, 0.1], [0.0, 0.0, -0.1], [-0.2, 0.1, 0.1], [0.0, 0.1, 0.1], [0.0, -0.1, 0.1], [-0.1, 0.1, -0.1], [0.0, -0.1, -0.2], [0.0, 0.2, 0.0], [0.4, -0.3, 0.4], [-0.6, -0.4, -0.3], [0.4, 0.2, -0.4], [-0.4, 0.4, 0.4], [0.5, 1.1, 0.3], [-0.1, -0.1, 0.0], [0.1, 0.0, 0.0], [-0.1, 0.0, 0.0], [-0.1, -0.1, -0.1], [0.0, 0.2, 0.0], [0.1, -0.1, 0.0], [-0.1, -0.1, -0.1], [0.1, -0.1, 0.1], [0.0, 0.1, 0.0]],
  "lowdin_charge": [1.6227, -0.6114, 1.0150, -0.2752, -0.2394, -0.2366, -0.2687, 1.0583, -0.6594, -0.3790, -0.0673, -0.0511, -0.0631, -0.0724, -0.0988, -0.3692, -0.0863, -0.0885, -0.0713, -0.0660, -0.0876, 0.0933, 0.0873, 0.0796, 0.1265, 0.1272, 0.0995, 0.0900, 0.0940, 0.1080, 0.1160, 0.1088, 0.1079, 0.1096, 0.0751, 0.1080, 0.1098, 0.1102, 0.1090, -0.0288, -0.2980, -0.1328, -0.1149, -0.1347, 0.0734, -0.2455, 0.0761, 0.0635, -0.0380, -0.2638, -0.1486, 0.0001, 0.0533, 0.0325, -0.0730, -0.5923, 0.0657, -0.1653, 0.0904, 0.0953, 0.0775, 0.1605, 0.1322, 0.1295, 0.1252, 0.1369, 0.1348, 0.1145, 0.1502, -0.0478, -0.7271, -0.0389, -0.0446, -0.1757, 0.0837, 0.0687, 0.0643, 0.0846, 0.0708, 0.0765, 0.0838, 0.0744, 0.0687, -0.1482, 0.6171, -0.1459, -0.1490, -0.4656, 0.0603, 0.0324, 0.0163, 0.0560, 0.0467, 0.0373, 0.0592, 0.0506, 0.0510]
}

Going through the records in order, we get energy above the lowest of the compared OMol25 structures with the same formula, charge and spin values of 0.398 1.458 eV.
Going through the records in order, we get electronic energy values of -3482.23004 -3314.79015 Eh.